{"formula": "C43H59Br51IN2O3", "method": "ωB97M-V/def2-TZVPD", "total_charge": 1, "e_tot_ha": -133580.49246, "lumo_energy_ev": -3.70, "symbols": ["C", "C", "C", "O", "O", "C", "C", "C", "C", "C", "C", "C", "C", "N", "C", "I", "C", "C", "C", "C", "C", "C", "C", "C", "C", "C", "C", "N", "C", "C", "C", "O", "H", "H", "H", "H", "H", "H", "H", "H", "H", "H", "H", "H", "H", "H", "H", "H", "H", "H", "H", "H", "H", "H", "H", "H", "H", "H", "H", "H", "H", "H", "H", "H", "H", "H", "H", "H", "H", "H", "H", "H", "H", "H", "C", "Br", "Br", "Br", "H", "C", "Br", "Br", "Br", "H", "C", "Br", "Br", "Br", "H", "C", "Br", "Br", "Br", "H", "C", "Br", "Br", "Br", "H", "C", "Br", "Br", "Br", "H", "C", "Br", "Br", "Br", "H", "C", "Br", "Br", "Br", "H", "C", "Br", "Br", "Br", "H", "C", "Br", "Br", "Br", "H", "C", "Br", "Br", "Br", "H", "C", "Br", "Br", "Br", "H", "C", "Br", "Br", "Br", "H", "C", "Br", "Br", "Br", "H", "C", "Br", "Br", "Br", "H", "C", "Br", "Br", "Br", "H", "C", "Br", "Br", "Br", "H"], "coordinates": [[2.22910, -2.11029, 6.52715], [3.51058, -2.75240, 6.73215], [4.60343, -2.78472, 5.56911], [4.60869, -3.78876, 4.79035], [5.57641, -1.78755, 5.39610], [5.05698, -0.71175, 4.55344], [5.40373, -0.94122, 2.97745], [5.46611, 0.50876, 2.26165], [4.14385, 0.82315, 1.35320], [3.82677, 2.35927, 1.59956], [2.38440, 2.89368, 1.11786], [1.39842, 1.82582, 0.42783], [1.65062, 1.60676, -1.08530], [0.84205, 0.67457, -1.81196], [-0.22702, -0.09876, -1.20892], [-1.22914, -1.47582, -2.58960], [-0.61138, 0.01963, 0.29321], [-1.81568, -0.89816, 0.88620], [-3.23794, -0.50087, 0.22911], [-4.51693, -1.44783, 0.53970], [-4.24939, -3.02115, 0.79129], [-3.55496, -3.74593, -0.47469], [-2.77295, -5.16093, -0.18509], [-1.18766, -5.09776, 0.00065], [-0.43105, -6.25538, -0.89854], [1.19776, -6.15702, -0.48527], [0.23382, 1.02603, 1.17369], [0.05136, 1.30762, 2.60710], [-1.25328, 1.95500, 2.92256], [0.34432, 0.13526, 3.44469], [-0.49976, -0.25405, 4.74940], [1.30378, -0.61596, 3.12154], [2.04303, -1.05403, 6.94806], [1.36699, -2.56065, 5.91350], [3.74616, -3.25862, 7.74550], [5.50971, 0.28306, 4.91725], [3.93515, -0.65966, 4.76823], [6.37651, -1.54324, 2.85131], [4.56516, -1.60319, 2.54624], [6.41771, 0.55471, 1.63309], [5.56597, 1.24146, 3.13117], [4.43972, 0.59721, 0.26839], [3.32707, 0.10678, 1.70198], [4.00399, 2.59600, 2.71188], [4.61315, 2.97125, 1.00978], [2.52918, 3.79635, 0.42590], [1.86818, 3.28042, 2.07661], [2.47571, 2.13906, -1.65786], [1.05815, 0.54278, -2.83960], [-1.48142, -1.98252, 0.76520], [-1.92726, -0.73219, 2.02676], [-3.22198, -0.35445, -0.90251], [-3.49232, 0.53546, 0.68480], [-5.00207, -1.02099, 1.49896], [-5.32571, -1.36084, -0.28523], [-3.70054, -3.28878, 1.77534], [-5.29988, -3.49946, 0.91185], [-2.75580, -3.02836, -0.86490], [-4.28116, -3.97819, -1.32882], [-3.25427, -5.67480, 0.71840], [-2.95841, -5.77513, -1.14601], [-0.69717, -4.10830, -0.32186], [-0.94278, -5.33056, 1.10685], [-0.46552, -5.88345, -1.99289], [-0.87020, -7.28900, -0.75173], [1.26437, -5.65690, 0.55634], [1.68815, -7.17939, -0.36144], [1.77473, -5.46757, -1.21383], [-1.10459, 2.52732, 3.91731], [-1.54727, 2.75172, 2.15687], [-2.12553, 1.23940, 3.09872], [-0.17310, -1.30651, 5.04832], [-0.23591, 0.46769, 5.59226], [-1.61000, -0.30428, 4.49061], [-7.47169, -5.99832, -0.93081], [-6.27423, -7.52288, -0.99069], [-7.94780, -5.52620, 0.88914], [-6.75407, -4.48154, -1.90541], [-8.39085, -6.29460, -1.43406], [-10.23553, -2.18658, -0.25532], [-11.15710, -0.69046, -1.07811], [-8.37577, -1.77543, 0.10640], [-11.15509, -2.81685, 1.33215], [-10.24721, -3.00323, -0.97600], [-7.01144, 0.95008, 3.14870], [-6.87561, 1.89708, 1.45849], [-8.46315, -0.33613, 3.12720], [-5.32208, 0.13463, 3.67268], [-7.25462, 1.68863, 3.91105], [2.32555, 2.29558, -5.92309], [1.26881, 3.69167, -6.75194], [4.17786, 2.83190, -5.71583], [1.52587, 1.70717, -4.25233], [2.31659, 1.44145, -6.59928], [6.66505, 3.77532, 4.51618], [7.32122, 5.09569, 5.77528], [5.03680, 2.92537, 5.14194], [6.45227, 4.51791, 2.73758], [7.42282, 2.99718, 4.44723], [-3.63469, -1.91824, -6.27620], [-2.11746, -1.74683, -7.47193], [-3.52609, -3.52707, -5.19679], [-3.87129, -0.33556, -5.18108], [-4.52320, -2.01086, -6.89939], [-9.57599, -0.92454, -4.22896], [-7.64204, -0.76873, -4.26354], [-10.44050, 0.69974, -4.84128], [-10.19054, -2.48228, -5.20749], [-9.86552, -1.06700, -3.18838], [10.49148, 3.14067, 1.84599], [9.57894, 2.07568, 3.18732], [10.09895, 2.52378, 0.04959], [10.13049, 5.03632, 2.05198], [11.55984, 3.00131, 2.00416], [3.27588, 6.64520, -1.17891], [4.55703, 5.25274, -1.61030], [1.47889, 5.93703, -0.99928], [3.81063, 7.65758, 0.38582], [3.26296, 7.33844, -2.01890], [-0.08958, -9.15484, -4.31808], [-0.70145, -7.38001, -4.80855], [1.80590, -9.17596, -3.90740], [-1.14681, -9.90906, -2.87757], [-0.23466, -9.79340, -5.18816], [6.30313, -0.56602, -5.81307], [7.57230, -1.91595, -6.38330], [4.49956, -1.27364, -5.69561], [6.85116, 0.28554, -4.15865], [6.29274, 0.20651, -6.58073], [1.08872, 7.91355, -6.21275], [0.03178, 9.32069, -7.02785], [2.94416, 8.43628, -5.99732], [0.31251, 7.30611, -4.54206], [1.07400, 7.06682, -6.89739], [-3.62541, 8.64026, -3.42032], [-3.46930, 6.74296, -3.79864], [-5.40294, 9.10810, -2.80264], [-2.25224, 9.24758, -2.19085], [-3.46604, 9.16651, -4.36050], [-4.56455, 5.05312, 3.16005], [-5.42209, 3.92139, 4.48163], [-3.55580, 6.49532, 3.97285], [-3.48548, 4.02023, 1.92614], [-5.36233, 5.51130, 2.57709], [-0.08316, -9.01175, 2.13572], [0.61566, -8.77803, 3.92150], [-1.97171, -9.47065, 2.16973], [0.26781, -7.48180, 0.97595], [0.44234, -9.86287, 1.70363], [-0.94449, 12.90324, -1.51802], [-2.38404, 13.21771, -2.77878], [0.79712, 13.10710, -2.34735], [-1.12188, 14.00518, 0.06814], [-1.02448, 11.86603, -1.19596], [8.20665, -3.46058, -0.30081], [8.92078, -2.58259, 1.27497], [6.53440, -4.36990, 0.07252], [8.04571, -2.23414, -1.79557], [8.92668, -4.22388, -0.59194]], "forces_ev_per_angstrom": [[0.736, -0.142, -0.102], [-0.293, 1.263, -0.277], [-0.790, -5.568, -2.773], [0.187, 4.058, 2.739], [-2.136, -0.573, 0.627], [0.002, 0.666, -0.644], [-0.598, -0.132, 0.517], [-0.106, -1.108, 0.062], [1.406, 0.035, 0.999], [0.354, -0.021, -0.826], [-0.855, -0.087, 0.906], [-0.879, -1.356, -1.837], [-2.292, -1.348, 2.990], [-0.809, -0.024, 3.579], [0.924, 1.403, 2.118], [1.182, 1.247, 1.004], [1.952, 1.489, -0.835], [0.391, 0.607, -0.058], [-0.747, 0.527, 0.010], [-0.112, -0.359, 1.119], [-0.784, -0.699, -0.643], [1.144, -0.178, 0.319], [-0.471, 0.503, -0.767], [0.246, -0.938, -0.030], [0.479, 3.089, -1.785], [0.813, 2.395, -1.886], [1.762, 0.062, -4.234], [-1.214, -2.314, -0.567], [-0.494, 1.344, 1.096], [2.459, -2.330, -0.575], [0.376, 0.123, -0.769], [-3.022, 2.573, 0.736], [-0.487, -2.473, 1.133], [2.228, 1.363, -0.670], [0.600, 2.410, -1.138], [-0.468, -1.859, -0.450], [1.285, 0.141, -0.668], [-1.416, 1.075, 0.458], [1.294, 1.034, 0.485], [-1.296, 0.101, 0.788], [-0.143, -0.709, -1.566], [-0.734, 0.346, 1.428], [0.855, 1.153, -0.559], [-0.599, -0.338, -1.891], [-1.206, -0.994, 1.046], [-0.418, -1.523, 0.873], [0.537, -0.583, -1.687], [-1.313, -0.796, 0.912], [-0.534, -0.749, 2.058], [-0.650, 1.341, -0.084], [0.466, -0.153, -1.871], [0.455, -0.200, 1.595], [0.394, -1.546, -0.833], [0.728, -0.925, -1.760], [1.559, 0.013, 1.089], [-0.608, 0.763, -1.610], [1.611, 0.751, -0.075], [-1.192, -0.996, 0.373], [0.952, 0.752, 1.468], [0.661, 0.508, -1.398], [0.143, 0.647, 1.681], [-0.944, -1.276, 0.537], [-0.331, 0.820, -1.816], [-0.202, -0.718, 1.534], [0.255, 1.913, -1.325], [0.374, -0.187, -2.123], [0.189, 2.230, -1.606], [-1.094, -1.085, 0.852], [-0.312, -0.848, -1.583], [0.973, -1.631, 1.085], [1.124, 0.874, -0.579], [-0.281, 1.646, -0.585], [-0.741, -0.870, -1.116], [1.441, 0.404, 0.654], [-0.069, -0.136, -0.006], [-0.181, 0.363, 0.038], [0.130, -0.087, -0.353], [-0.360, -0.335, 0.023], [0.260, 0.086, 0.130], [0.089, -0.164, -0.028], [0.055, -0.190, 0.364], [-0.385, -0.097, -0.496], [0.202, 0.193, -0.275], [-0.011, 0.194, 0.187], [-0.248, 0.029, 0.042], [0.049, -0.282, 0.300], [0.417, 0.442, 0.435], [-0.365, 0.285, 0.196], [0.139, -0.173, -0.233], [0.312, 0.060, -0.606], [0.166, -0.321, 0.292], [-0.503, -0.137, 0.124], [0.458, 1.328, -1.783], [-0.025, 0.168, 0.246], [0.129, 0.105, 0.000], [-0.195, -0.293, -0.302], [0.184, 0.513, 0.277], [0.006, -0.071, 0.423], [-0.230, 0.220, -0.005], [-0.067, 0.001, -0.150], [-0.270, -0.034, 0.316], [0.060, 0.315, -0.058], [0.001, -0.250, -0.207], [0.224, 0.016, 0.189], [-0.033, -0.038, -0.009], [-0.252, -0.039, -0.034], [0.209, -0.371, 0.139], [0.148, 0.305, 0.175], [0.134, 0.084, -0.399], [0.100, 0.162, -0.087], [0.205, 0.071, -0.266], [0.001, 0.102, 0.378], [0.117, -0.432, -0.038], [-0.308, 0.008, -0.020], [0.047, 0.213, -0.020], [-0.240, 0.141, 0.124], [0.227, 0.142, -0.060], [-0.124, -0.317, -0.313], [-0.024, -0.208, 0.178], [0.013, -0.118, -0.029], [0.108, -0.280, 0.097], [-0.397, 0.062, -0.027], [0.218, 0.213, -0.215], [0.035, 0.192, 0.237], [0.136, 0.055, -0.151], [-0.327, 0.281, 0.199], [0.265, 0.108, 0.027], [-0.118, -0.160, -0.265], [-0.027, -0.199, 0.223], [-0.005, -0.050, -0.103], [0.219, -0.265, 0.226], [-0.364, -0.087, 0.004], [0.195, 0.142, -0.277], [0.021, 0.236, 0.189], [-0.063, 0.133, -0.113], [-0.048, 0.342, 0.146], [0.401, -0.129, -0.086], [-0.233, -0.235, -0.153], [-0.012, -0.150, 0.257], [-0.255, 0.239, -0.028], [0.304, 0.277, -0.135], [-0.188, -0.414, -0.155], [-0.674, 0.511, 0.099], [0.224, -0.136, 0.138], [-0.128, 0.097, 0.098], [-0.063, -0.007, -0.052], [0.123, 0.003, 0.001], [-1.249, -6.499, 7.636], [-0.188, 0.203, 0.117], [-0.026, -0.080, 0.033], [0.290, -0.008, 0.234], [-0.345, -0.020, 0.145], [0.040, -0.194, -0.349], [0.007, 0.289, -0.096], [0.085, -0.108, 0.005], [-0.185, -0.121, -0.304], [0.311, 0.259, -0.044], [-0.045, -0.193, 0.290], [-0.201, 0.212, 0.084]]}